The following is a DFT calculation (ωB97M-V/def2-TZVPD) of a gas-phase ion, C4H7INO (charge +1) at a distorted geometry.

Calculated values
E_HOMO (alpha / beta): -0.467 / -0.467 Ha
HOMO-LUMO gap (alpha / beta): 5.42 / 5.42 eV
2S+1: 1
Molecular weight: 212.01 g/mol
Energy above the lowest of the compared OMol25 structures with the same formula, charge and spin: 3.0507 eV
E_tot: -583.90772 hartree
Net charge: +1

Last column: Mulliken charge in e.
Element x y z (Å)
I: 4.3656 -0.1704 0.0021  0.23
O: 2.1055 2.0256 0.0203  -0.46
N: 2.3618 -0.2220 0.0484  -0.67
C: 0.0860 0.8702 0.0507  -0.61
C: 1.6244 0.8132 0.0352  0.79
C: -0.1646 -1.7111 0.3113  -0.17
C: -0.5323 -0.4270 -0.4278  -0.61
H: -1.6101 -0.4821 -0.3858  0.41
H: 0.1979 -1.8110 1.3645  0.29
H: -0.3242 1.6868 -0.6146  0.45
H: -0.2975 -0.7462 -1.4292  0.37
H: -0.5106 -2.6154 -0.2717  0.30
H: 1.3261 2.5919 -0.2278  0.36
H: -0.1933 1.1022 1.0777  0.33



The following is a DFT calculation (ωB97M-V/def2-TZVPD) of a gas-phase ion, C4H7INS (charge +1) at a distorted geometry.

Calculated values
E_HOMO (alpha / beta): -0.463 / -0.463 Ha
HOMO-LUMO gap (alpha / beta): 7.47 / 7.47 eV
2S+1: 1
Molecular weight: 228.08 g/mol
Energy above the lowest of the compared OMol25 structures with the same formula, charge and spin: 5.0522 eV
E_tot: -906.73785 hartree
Net charge: +1

Last column: Mulliken charge in e.
Element x y z (Å)
I: -1.9066 -2.5365 0.1581  0.20
S: -0.0065 1.8700 1.1769  0.13
N: 0.4901 -0.5332 -0.1085  0.12
C: 1.0732 0.5152 0.6363  -0.42
C: 0.0345 -0.0876 -1.4970  -0.71
C: -0.3720 -1.2655 0.8709  -0.46
C: -1.3449 0.9688 1.2801  -0.29
H: 1.5237 0.1957 1.6556  0.37
H: 1.8688 0.8927 0.0014  0.47
H: -0.6286 -0.8355 -1.9393  0.31
H: 1.0464 -1.2917 -0.2815  0.31
H: -2.2495 1.2922 1.5801  0.36
H: -0.4542 0.8667 -1.3228  0.33
H: 0.9256 -0.0512 -2.2102  0.29



The following is a DFT calculation (ωB97M-V/def2-TZVPD) of 2 unconnected molecules or ions with the total composition C4H7IO at a distorted geometry.

Calculated values
E_HOMO: -0.291 Ha
HOMO-LUMO gap: 8.44 eV
2S+1: 1
Molecular weight: 198.00 g/mol
Energy above the lowest of the compared OMol25 structures with the same formula, charge and spin: 3.1545 eV
E_tot: -529.41361 hartree
Net charge: 0

Last column: Mulliken charge in e.
Element x y z (Å)
I: -2.7661 2.3249 -0.4690  0.02
O: -1.6071 -0.7534 -1.3597  -0.44
C: -1.4119 1.2978 0.7187  -0.18
C: 0.7530 -0.2416 -0.9697  -0.87
C: -0.5962 -0.6168 -0.4806  -0.13
C: -0.7786 1.6526 1.8047  -0.53
H: 0.6932 0.5321 -1.7304  0.31
H: 1.2192 -1.1267 -1.4168  0.31
H: -0.9380 2.5748 2.3563  0.27
H: -0.6876 -1.3090 0.3424  0.39
H: -1.5697 -0.0517 -2.0299  0.34
H: 1.3819 0.0959 -0.1519  0.28
H: -0.0484 0.9802 2.2342  0.22



The following is a DFT calculation (ωB97M-V/def2-TZVPD) of a molecular structure, C4H7IO2 at a distorted geometry.

Calculated values
E_HOMO: -0.324 Ha
HOMO-LUMO gap: 9.40 eV
2S+1: 1
Molecular weight: 214.00 g/mol
Energy above the lowest of the compared OMol25 structures with the same formula, charge and spin: 2.3831 eV
E_tot: -604.68179 hartree
Net charge: 0

Last column: Mulliken charge in e.
Element x y z (Å)
I: -3.0151 -0.1502 -0.4234  -0.06
O: -1.3165 0.5287 1.5699  -0.42
O: 1.2412 -0.6991 1.2966  -0.46
C: 1.3402 -0.7394 -0.1073  0.08
C: -1.4051 1.0543 0.3556  0.28
C: 0.7999 -1.5860 -0.9419  -0.81
C: -0.7362 1.7943 -0.5207  -0.71
H: 1.2603 -1.6060 1.6046  0.27
H: 1.0030 -1.3461 -1.9062  0.29
H: 0.3004 -2.3640 -0.5175  0.34
H: -1.1830 2.0735 -1.3896  0.29
H: -0.4781 0.7975 1.9209  0.30
H: 1.9403 0.0381 -0.5701  0.33
H: 0.2487 2.2043 -0.3708  0.29